No. 1
The following is a DFT calculation (wB97M-V/def2-TZVPD) of a structure of composition C35H41FeN4O2 in a non-equilibrium geometry.

Last column: Löwdin charge in e.
Positions of all 83 atoms, in Å:
Fe: 0.180186 0.940155 0.005248  1.03
O: -0.072714 5.020655 1.921248  0.00
C: -0.024214 3.787955 1.848648  -0.53
N: -0.805614 2.953155 1.175048  0.06
C: -2.037114 3.337755 0.715048  -0.24
C: -2.923714 4.083555 1.489348  -0.04
C: -4.199914 4.348655 1.039548  -0.13
C: -4.615414 3.874555 -0.195652  -0.12
C: -3.742714 3.156455 -0.993352  -0.04
C: -2.445214 2.888255 -0.564952  -0.23
N: -1.473314 2.244055 -1.305052  0.06
C: -1.345514 2.496055 -2.599652  -0.53
O: -2.052114 3.203755 -3.329652  0.00
C: -0.124514 1.865355 -3.218552  -0.20
C: -0.104114 1.772355 -4.612352  -0.02
C: 0.988486 1.213755 -5.241352  -0.07
C: 2.052386 0.802655 -4.451352  -0.07
C: 1.960286 0.966855 -3.078852  -0.15
N: 0.898286 1.465755 -2.458052  0.10
C: 0.967686 3.026055 2.679748  -0.19
C: 1.392986 3.608655 3.876148  0.00
C: 2.152286 2.869555 4.759648  -0.07
C: 2.443186 1.554555 4.421848  -0.07
C: 1.988286 1.069555 3.206148  -0.15
N: 1.289486 1.779055 2.332448  0.10
H: -2.589114 4.439855 2.452248  0.10
H: -4.877814 4.921255 1.659148  0.09
H: -5.623314 4.077555 -0.537452  0.09
H: -4.053514 2.801355 -1.962852  0.10
H: -0.966814 2.142055 -5.147552  0.12
H: 1.011886 1.085655 -6.315252  0.10
H: 2.936986 0.358355 -4.887352  0.10
H: 2.788986 0.683655 -2.446452  0.08
H: 1.083886 4.623155 4.079148  0.11
H: 2.499186 3.299655 5.690648  0.10
H: 3.009586 0.921355 5.087748  0.10
H: 2.193386 0.054855 2.911448  0.06
C: -1.011114 -1.463045 0.117848  -0.11
C: 0.103986 -1.739245 0.957748  -0.18
C: 1.259086 -1.782945 0.113448  -0.16
C: 0.778186 -1.624745 -1.216252  -0.09
C: -0.609914 -1.463145 -1.230152  -0.25
C: -1.549914 -1.680445 -2.387452  -0.55
C: -2.724214 -0.699945 -2.372552  -0.03
C: -0.829514 -1.578245 -3.730652  -0.04
C: -2.099614 -3.109945 -2.239052  -0.05
C: 2.744586 -2.140345 0.247848  -0.53
C: 3.561386 -1.298645 -0.751152  -0.07
C: 2.906886 -3.626945 -0.110152  -0.05
C: 3.460286 -1.902745 1.579048  -0.06
C: -0.284814 -2.090445 2.392748  -0.51
C: -1.331414 -3.231445 2.322448  -0.06
C: 0.800586 -2.634245 3.321948  -0.07
C: -0.913614 -0.846545 3.066948  -0.03
H: -2.036814 -1.432145 0.441548  0.11
H: 1.372786 -1.712145 -2.106252  0.09
H: -2.371014 0.315855 -2.519552  0.06
H: -3.252714 -0.735945 -1.423652  0.08
H: -3.431914 -0.944445 -3.165152  0.08
H: -0.400214 -0.589945 -3.843952  0.05
H: -1.534114 -1.744645 -4.544452  0.09
H: -0.036314 -2.317745 -3.805352  0.08
H: -2.672614 -3.200345 -1.319152  0.08
H: -1.276614 -3.821645 -2.206552  0.08
H: -2.746114 -3.359745 -3.079252  0.08
H: 3.367186 -1.578645 -1.781152  0.07
H: 4.628386 -1.435945 -0.573852  0.08
H: 3.327386 -0.241645 -0.614952  0.07
H: 2.521186 -3.822545 -1.107252  0.08
H: 2.355686 -4.246145 0.593548  0.08
H: 3.958286 -3.915245 -0.081052  0.08
H: 3.503086 -0.840845 1.800148  0.07
H: 4.489786 -2.254645 1.494248  0.08
H: 3.013686 -2.439045 2.400348  0.04
H: -0.912214 -4.087645 1.795048  0.09
H: -2.239614 -2.929545 1.810148  0.07
H: -1.612914 -3.550045 3.326748  0.08
H: 1.278886 -3.507145 2.884548  0.08
H: 0.333586 -2.949545 4.255048  0.08
H: 1.544386 -1.883245 3.564048  0.05
H: -1.057814 -0.035845 2.347548  0.06
H: -0.260114 -0.476145 3.853548  0.06
H: -1.874714 -1.088145 3.517648  0.08

Forces on atoms 1 to 3 (eV/Å):
Fe -1.7 0.6 -0.5
O 0.1 0.1 0.4
C -0.4 -0.1 -0.6

Values from the calculation:
Expectation value of S²   6.01
Energy relative to the best compared isomer or geometry (same formula, charge and spin)   1.962 eV
HOMO energy (alpha / beta)   -3.94 / -3.95 eV
Orbital gap (alpha / beta)   6.38 / 6.39 eV
Charge   -1
Lowest unoccupied orbital energy (alpha / beta)   2.44 / 2.44 eV
2S+1   5
E   -2991.57473 a.u.


No. 2
The following is a DFT calculation (wB97M-V/def2-TZVPD) of a structure of composition C35H41N4O3PPtSiTe in a non-equilibrium geometry.

Last column: Löwdin charge in e.
Positions of all 87 atoms, in Å:
Pt: -0.096484 0.488845 0.244001  1.34
C: -2.927337 1.223256 1.190986  -0.14
C: -3.404113 1.094548 -0.250108  -0.08
C: -2.779407 0.012661 -1.106693  -0.23
C: -3.536232 -0.494620 -2.154983  0.01
C: -3.076888 -1.559458 -2.906413  0.00
C: -1.869411 -2.148596 -2.560097  -0.02
C: -1.150975 -1.602136 -1.525626  -0.15
N: -1.567312 -0.518089 -0.835340  -0.04
N: -1.595882 1.824372 1.338424  -0.26
C: -1.455014 3.179498 0.819674  -0.10
C: -1.183091 3.190696 -0.648237  -0.25
C: -1.495652 4.280769 -1.439931  0.02
C: -1.205180 4.240834 -2.793415  0.01
C: -0.623900 3.098519 -3.325480  0.00
C: -0.329987 2.049731 -2.483258  -0.11
N: -0.588577 2.098366 -1.166295  -0.01
C: -1.115908 1.757607 2.721918  -0.17
C: 0.368429 1.950403 2.729586  -0.24
C: 0.996987 2.635014 3.749334  0.03
C: 2.380829 2.702388 3.784760  0.01
C: 3.101517 2.058575 2.793489  0.00
C: 2.420471 1.410261 1.786267  -0.09
N: 1.079604 1.372383 1.725496  -0.03
H: -2.862172 0.227740 1.638553  0.13
H: -3.669962 1.791742 1.761544  0.15
H: -3.356498 2.047504 -0.783713  0.12
H: -4.468048 0.860394 -0.192851  0.14
H: -4.503086 -0.054071 -2.357645  0.14
H: -3.666589 -1.945043 -3.727463  0.13
H: -1.484489 -3.012442 -3.082505  0.13
H: -0.211504 -2.034970 -1.209141  0.08
H: -0.584487 3.636230 1.298847  0.15
H: -2.317554 3.800879 1.081133  0.16
H: -1.968498 5.145882 -0.995195  0.14
H: -1.440910 5.085052 -3.427684  0.13
H: -0.395284 3.017613 -4.378158  0.13
H: 0.128160 1.145271 -2.856202  0.07
H: -1.328108 0.748530 3.101323  -0.03
H: -1.616899 2.468156 3.385211  0.15
H: 0.395939 3.099284 4.518443  0.14
H: 2.883924 3.237716 4.578580  0.13
H: 4.181683 2.055971 2.783608  0.13
H: 2.965735 0.904710 1.006147  0.09
C: -3.190131 -3.745032 0.342733  -0.06
C: -2.042012 -4.001564 1.289317  -0.25
O: -2.032137 -2.958152 2.297020  -0.31
P: -0.727562 -2.131764 2.687797  0.10
O: -0.388950 -1.069456 1.635051  -0.48
Te: -1.291409 -1.251906 4.820205  0.50
O: 0.475740 -3.153022 2.760350  -0.31
C: 0.418785 -4.303164 3.655196  -0.27
C: 1.731826 -4.444104 4.377429  -0.06
H: -3.195108 -4.498112 -0.447109  0.09
H: -3.096380 -2.759781 -0.116972  0.05
H: -4.141633 -3.794939 0.869677  0.09
H: -1.079314 -4.017220 0.770471  0.11
H: -2.167070 -4.944440 1.819933  0.13
H: 0.197333 -5.172477 3.035262  0.12
H: -0.401248 -4.162221 4.361939  0.08
H: 2.549797 -4.595041 3.675490  0.06
H: 1.689797 -5.307421 5.041357  0.09
H: 1.936410 -3.557939 4.977713  0.09
C: 3.726800 -4.238875 -0.009303  -0.05
C: 3.340268 -3.370929 1.002533  -0.06
C: 2.682019 -2.192049 0.694865  -0.10
C: 2.413878 -1.854694 -0.634096  -0.35
C: 2.796319 -2.748595 -1.643213  -0.11
C: 3.448405 -3.931568 -1.334693  -0.06
Si: 1.690889 -0.233996 -1.144821  0.65
C: 2.982796 1.099804 -1.351249  -0.33
C: 2.751484 2.479090 -1.284095  -0.13
C: 3.765310 3.386418 -1.542294  -0.06
C: 5.034289 2.931704 -1.880158  -0.05
C: 5.284556 1.570197 -1.950277  -0.05
C: 4.269970 0.661198 -1.680122  -0.08
H: 4.244065 -5.157536 0.234232  0.12
H: 3.554851 -3.612524 2.033231  0.10
H: 2.364554 -1.541098 1.501701  0.09
H: 2.587768 -2.516251 -2.683010  0.10
H: 3.744628 -4.609302 -2.124099  0.11
H: 1.080908 -0.469313 -2.480034  0.01
H: 1.773324 2.858626 -1.013996  0.08
H: 3.570593 4.449386 -1.481728  0.11
H: 5.826556 3.639386 -2.084376  0.12
H: 6.270520 1.211785 -2.214028  0.12
H: 4.489294 -0.399631 -1.721000  0.10

Forces on atoms 1 to 3 (eV/Å):
Pt -2.2 -0.2 0.4
C -0.1 -0.1 0.1
C 0.1 0.1 0.0

Values from the calculation:
HOMO energy (alpha / beta)   -11.41 / -11.41 eV
Orbital gap (alpha / beta)   4.34 / 4.34 eV
Charge   +2
Lowest unoccupied orbital energy (alpha / beta)   -7.07 / -7.07 eV
E   -2820.84500 a.u.


No. 3
The following is a DFT calculation (wB97M-V/def2-TZVPD) of a structure of composition C35H42AsBrCdIN8O.

Last column: Löwdin charge in e.
Positions of all 90 atoms, in Å:
Cd: -0.952858 -0.135687 1.172244  1.30
Br: 4.280145 -4.540473 -3.167752  0.73
C: 2.428993 -4.719996 -3.557997  -0.69
C: 1.574572 -5.185689 -2.571420  -0.12
C: 0.218443 -5.264085 -2.827754  -0.02
C: -0.285170 -4.886772 -4.076362  -0.29
C: 0.599304 -4.480347 -5.073669  -0.03
C: 1.953978 -4.373606 -4.812013  -0.12
N: -1.648842 -5.030732 -4.418416  0.08
N: -2.590552 -4.716082 -3.671237  0.08
C: -2.459377 -3.912567 -2.524323  -0.25
C: -3.144602 -4.339480 -1.400859  -0.02
C: -3.011463 -3.710152 -0.168119  -0.01
C: -2.208999 -2.584071 -0.000863  -0.39
O: -2.033490 -2.013328 1.151670  -0.25
C: -1.572264 -2.059639 -1.187447  -0.16
N: -0.840801 -0.925097 -1.045346  0.01
C: -0.253877 -0.402097 -2.100010  -0.17
C: -0.431070 -0.900889 -3.393261  -0.02
C: -1.196913 -2.022794 -3.567848  0.01
C: -1.726054 -2.694783 -2.446901  -0.10
H: 1.965004 -5.478686 -1.606228  0.10
H: -0.457399 -5.622164 -2.062726  0.12
H: 0.205152 -4.211429 -6.045709  0.12
H: 2.638754 -4.032124 -5.575742  0.10
H: -3.742558 -5.237113 -1.497577  0.12
H: -3.518786 -4.108920 0.700882  0.11
H: 0.365239 0.471297 -1.934467  0.07
H: 0.015932 -0.392162 -4.235922  0.11
H: -1.413602 -2.384361 -4.562027  0.12
I: -2.740702 2.926284 6.395364  0.90
C: -3.253836 1.576233 4.872149  -0.71
C: -4.538708 1.062633 4.769275  -0.11
C: -4.808859 0.175237 3.739481  -0.03
C: -3.796877 -0.157741 2.852227  -0.13
N: -2.570204 0.354077 2.947152  -0.04
C: -2.302176 1.198309 3.941870  -0.27
H: -5.305223 1.343743 5.478429  0.11
H: -5.796553 -0.249462 3.627664  0.12
H: -3.951753 -0.868530 2.049894  0.10
H: -1.291044 1.588368 3.993509  0.09
C: -0.635721 3.188690 0.926194  -0.18
C: -0.920863 4.650575 0.491148  -0.14
N: -2.173789 4.713352 -0.252559  -0.16
C: -2.091400 3.832206 -1.412918  -0.14
C: -1.883948 2.367024 -0.948535  -0.16
N: -1.754730 2.311009 0.523793  -0.21
C: -3.001556 2.837859 1.118017  -0.16
C: -3.273025 4.274540 0.599337  -0.14
H: -0.513327 3.109059 2.009896  0.11
H: 0.272697 2.809070 0.452827  0.06
H: -0.126109 5.029828 -0.153383  0.12
H: -0.999479 5.313501 1.354081  0.12
H: -1.262040 4.169097 -2.036906  0.12
H: -3.010942 3.938405 -1.989434  0.12
H: -0.974754 1.950570 -1.378852  0.08
H: -2.719444 1.727513 -1.238633  0.12
H: -2.891071 2.841095 2.200589  0.09
H: -3.812684 2.154597 0.860683  0.12
H: -3.372333 4.976593 1.428381  0.12
H: -4.191482 4.317465 0.012595  0.12
N: 1.105211 -0.776273 3.992313  -0.06
N: -0.094959 -1.246080 3.368495  -0.12
H: 1.477644 -1.470476 4.633609  0.09
H: 0.860109 0.030968 4.550293  0.06
H: -0.799720 -1.506290 4.052427  0.08
H: 0.115522 -2.094903 2.853350  0.06
C: 2.877116 -1.126864 1.160141  -0.29
As: 1.807371 0.487887 0.921286  1.08
C: 2.708812 1.703422 2.161072  -0.29
C: 2.623300 1.116813 -0.793765  -0.33
C: 4.059732 1.517849 -0.661382  -0.32
C: 4.404964 2.848828 -0.437372  -0.07
C: 5.732609 3.227550 -0.317596  -0.07
C: 6.738302 2.277064 -0.416618  -0.08
C: 6.407251 0.948555 -0.639380  -0.07
C: 5.078486 0.572984 -0.764851  -0.06
H: 3.921566 -0.856849 1.304408  0.03
H: 2.785815 -1.762076 0.278800  0.03
H: 2.530637 -1.669829 2.032739  0.00
H: 3.780994 1.519775 2.120993  0.04
H: 2.350350 1.523591 3.169936  0.00
H: 2.520142 2.740892 1.888083  0.02
H: 2.030611 1.960493 -1.152516  0.06
H: 2.516322 0.293227 -1.500645  0.07
H: 3.622530 3.597206 -0.367061  0.11
H: 5.982629 4.266425 -0.146103  0.11
H: 7.775795 2.570589 -0.328764  0.11
H: 7.185405 0.200616 -0.718592  0.11
H: 4.830550 -0.462262 -0.969434  0.11

Forces on atoms 1 to 3 (eV/Å):
Cd 0.1 0.5 0.3
Br -0.1 0.0 0.0
C 0.1 0.1 0.0

Values from the calculation:
Energy relative to the best compared isomer or geometry (same formula, charge and spin)   0.725 eV
HOMO energy   -9.41 eV
Orbital gap   6.99 eV
Charge   +1
Lowest unoccupied orbital energy   -2.42 eV
E   -7147.16700 a.u.


Question: Which of these has the highest E?
Answer: C35H41N4O3PPtSiTe